Entry 1:
{"formula": "C31H49IN4NbO3S", "method": "ωB97M-V/def2-TZVPD", "elements": ["C", "C", "Nb", "S", "I", "C", "C", "O", "C", "C", "C", "C", "C", "C", "C", "O", "C", "C", "O", "C", "C", "H", "H", "H", "H", "H", "H", "H", "H", "H", "H", "H", "H", "H", "H", "H", "H", "H", "H", "H", "H", "H", "H", "H", "H", "H", "H", "H", "H", "H", "N", "C", "C", "C", "C", "H", "H", "H", "H", "H", "N", "C", "C", "C", "C", "H", "H", "H", "H", "H", "N", "C", "C", "C", "C", "H", "H", "H", "H", "H", "N", "C", "C", "C", "C", "H", "H", "H", "H", "H"], "xyz": [[2.7881, 1.6218, 3.2097], [1.9556, 1.8205, 2.3584], [0.4524, 2.3362, 0.7927], [-1.2686, 2.9841, -0.8854], [2.5219, 2.0688, -1.0942], [-0.9427, 2.7339, 2.5028], [-0.4360, 3.4990, 3.6757], [-1.1553, 3.9571, 4.5311], [-0.2590, 0.1909, 0.9338], [-0.0809, -0.7707, -0.2526], [-1.0726, -0.5926, -1.4095], [-0.4712, -0.0232, -2.6834], [-1.4576, -0.0033, -3.8487], [-1.0343, 0.9658, -4.9697], [0.9191, 4.5641, 1.0446], [-0.1433, 5.3862, 1.5303], [-0.7576, 6.1827, 0.5699], [-2.2376, 6.4316, 0.9099], [-2.6266, 5.7229, 2.0611], [-3.9973, 5.4140, 2.1266], [-4.4472, 4.3200, 1.1808], [3.5105, 1.4504, 3.9722], [-2.3667, 2.3292, -0.4989], [-1.2266, 1.7467, 2.8752], [-1.8460, 3.2197, 2.1450], [0.6479, 3.6259, 3.7864], [0.2475, -0.2312, 1.8022], [-1.3214, 0.1928, 1.1952], [0.9409, -0.7677, -0.6277], [-0.2373, -1.7801, 0.1361], [-1.4882, -1.5713, -1.6610], [-1.9170, 0.0150, -1.0889], [-0.0961, 0.9793, -2.5078], [0.3692, -0.6617, -2.9575], [-2.4539, 0.2619, -3.5089], [-1.4675, -0.9991, -4.2866], [-1.8828, 1.4984, -5.3905], [-0.5416, 0.4424, -5.7858], [-0.3379, 1.7151, -4.6033], [1.2748, 4.9143, 0.0713], [1.7638, 4.6840, 1.7263], [-0.6809, 5.7279, -0.4176], [-0.2601, 7.1589, 0.5137], [-2.3735, 7.5001, 1.1034], [-2.8614, 6.1708, 0.0563], [-4.1609, 5.0763, 3.1470], [-4.5976, 6.3210, 1.9921], [-5.5361, 4.2959, 1.1645], [-4.1064, 3.3468, 1.5215], [-4.1061, 4.4678, 0.1611], [-1.5027, -4.5286, -4.6465], [-0.7031, -3.9221, -3.7169], [-0.8218, -4.6128, -2.5431], [-1.7327, -5.6799, -2.7758], [-2.1367, -5.6006, -4.0819], [-1.6122, -4.2268, -5.5958], [-0.1215, -3.0519, -3.9672], [-0.3144, -4.3772, -1.6227], [-2.0560, -6.4190, -2.0645], [-2.8156, -6.2103, -4.6525], [-2.5196, -8.6552, -0.1818], [-2.4121, -9.2880, -1.3891], [-2.3830, -10.6361, -1.1529], [-2.4768, -10.8221, 0.2541], [-2.5583, -9.5804, 0.8242], [-2.5578, -7.6613, -0.0517], [-2.3635, -8.7290, -2.3071], [-2.3016, -11.4038, -1.9036], [-2.4805, -11.7590, 0.7849], [-2.6391, -9.2780, 1.8536], [4.3956, 3.9969, 4.7123], [5.7456, 4.0481, 4.5172], [6.3389, 4.2570, 5.7350], [5.2988, 4.3353, 6.7019], [4.1121, 4.1710, 6.0359], [3.7109, 3.8457, 3.9891], [6.1673, 3.9283, 3.5344], [7.3978, 4.3423, 5.9129], [5.4089, 4.4923, 7.7617], [3.0957, 4.1605, 6.3898], [3.6140, -1.3821, -2.2806], [4.5971, -2.0297, -1.5923], [4.4627, -3.3741, -1.8276], [3.3482, -3.5405, -2.6947], [2.8491, -2.2903, -2.9535], [3.4701, -0.3848, -2.2851], [5.3011, -1.4829, -0.9896], [5.0872, -4.1504, -1.4183], [2.9544, -4.4674, -3.0775], [2.0155, -1.9725, -3.5539]], "forces_ev_per_angstrom": [[0.487, -0.188, 0.573], [-0.842, 0.432, -0.782], [0.485, -0.380, -1.275], [0.336, 0.053, -0.021], [0.100, 0.171, 0.070], [0.784, -0.401, -0.280], [-0.275, 0.277, 0.256], [-0.185, 0.092, 0.201], [-0.643, 0.430, 0.419], [-0.139, -0.067, 0.053], [0.143, -0.231, -0.113], [-0.334, -0.115, 0.015], [0.616, 0.351, -0.432], [-0.014, -0.058, 0.098], [-0.604, -0.176, 0.784], [0.204, -0.043, 0.185], [-0.002, 0.183, -0.083], [-0.022, 0.195, 0.310], [0.142, -0.344, -0.123], [0.034, 0.146, 0.216], [-0.211, -0.068, -0.013], [0.035, -0.097, -0.002], [-0.009, -0.137, 0.218], [-0.015, -0.135, 0.076], [-0.063, 0.139, -0.092], [0.259, -0.047, -0.109], [0.087, 0.030, 0.172], [-0.148, -0.070, 0.089], [0.173, 0.091, -0.095], [0.091, -0.117, 0.112], [-0.106, -0.106, -0.022], [-0.106, 0.171, 0.031], [0.134, 0.115, 0.064], [0.280, 0.102, -0.042], [-0.177, -0.096, 0.170], [-0.506, -0.251, 0.112], [-0.135, 0.018, -0.095], [0.105, -0.051, -0.111], [0.061, 0.133, 0.105], [-0.049, -0.014, -0.245], [0.135, -0.016, 0.085], [-0.043, -0.140, -0.101], [0.152, 0.075, -0.048], [-0.141, 0.151, -0.034], [-0.061, -0.096, -0.170], [-0.004, 0.027, 0.159], [-0.068, 0.118, -0.140], [-0.138, -0.035, -0.028], [0.167, -0.110, 0.006], [0.088, 0.060, -0.139], [-0.005, -0.006, 0.018], [0.031, 0.030, -0.053], [-0.012, -0.043, 0.047], [0.012, 0.057, 0.002], [-0.002, -0.002, -0.020], [-0.005, 0.018, -0.023], [0.007, 0.014, 0.030], [0.023, 0.015, 0.000], [-0.007, -0.021, 0.019], [-0.012, -0.011, 0.003], [-0.003, -0.011, -0.008], [-0.016, 0.013, 0.028], [-0.013, -0.025, 0.027], [0.009, -0.021, -0.030], [-0.010, 0.034, -0.011], [0.009, 0.027, 0.007], [0.025, -0.007, -0.023], [0.001, -0.010, -0.011], [0.001, -0.012, 0.007], [0.003, -0.003, 0.016], [-0.037, 0.082, -0.040], [-0.024, -0.009, -0.014], [-0.002, 0.004, 0.040], [0.042, -0.002, -0.004], [-0.016, -0.010, -0.022], [-0.020, -0.053, -0.010], [0.008, -0.001, -0.013], [0.014, 0.002, 0.002], [0.001, 0.003, 0.014], [-0.016, 0.006, 0.002], [0.022, 0.017, -0.096], [0.000, 0.007, 0.000], [-0.017, -0.010, -0.006], [0.024, -0.026, 0.010], [0.016, 0.005, -0.002], [-0.083, -0.007, 0.118], [0.001, 0.003, 0.023], [0.007, -0.010, 0.006], [-0.018, -0.010, 0.002], [0.008, 0.005, -0.022]], "mulliken_charge": [-1.0925, 0.7110, -0.6975, -0.4007, -0.3542, 0.0628, 0.2464, -0.5824, -1.1597, -0.5234, -0.5095, 0.7983, -0.2232, -1.2535, -0.7969, -0.2347, -0.4260, -0.4608, -0.2545, -0.4718, -0.9431, 0.5181, 0.0262, 0.6449, -0.2605, 0.1304, 0.4461, 0.5515, 0.1769, 0.3294, 0.3642, 0.3780, -0.0148, -0.5184, 0.4159, 0.0056, 0.3256, 0.3355, 0.3071, 0.6395, 0.2831, 0.3458, 0.2156, 0.2719, 0.3034, 0.2873, 0.4296, 0.4427, 0.1736, 0.2285, -0.0021, -0.6918, -0.4882, 0.1420, -0.6939, 0.2026, 0.6153, 0.4949, 0.0426, 0.3955, 0.0471, -0.2006, -0.5487, -0.3512, -0.5381, 0.1778, 0.2599, 0.3756, 0.3825, 0.3701, 0.0956, -0.4437, -0.4865, -0.5380, -0.4103, 0.1786, 0.3780, 0.3811, 0.3877, 0.4050, 0.0692, -0.5167, -0.5564, -0.3348, -0.6727, 0.1333, 0.4056, 0.4008, 0.4554, 0.4608], "max_force_ev_per_a": 1.4, "de_lowest_kcal_mol": 6.7, "homo_ev": -4.86, "total_charge": -1, "energy_ha": -2408.083076}

***

Entry 2:
{"formula": "C31H49N8OSc", "method": "ωB97M-V/def2-TZVPD", "elements": ["Sc", "C", "C", "N", "C", "C", "C", "C", "C", "C", "C", "N", "C", "C", "N", "N", "H", "H", "H", "H", "H", "H", "H", "H", "H", "H", "H", "H", "H", "H", "H", "H", "H", "H", "C", "N", "C", "C", "C", "C", "C", "N", "C", "C", "C", "C", "C", "C", "H", "H", "H", "H", "H", "H", "H", "H", "H", "H", "H", "C", "C", "C", "C", "N", "N", "H", "H", "H", "H", "H", "H", "H", "H", "H", "H", "H", "H", "C", "C", "C", "O", "C", "H", "H", "H", "H", "H", "H", "H", "H"], "xyz": [[-0.0301, -0.0812, 0.4714], [0.8948, 3.0925, 0.2504], [0.5194, 2.5881, -1.1371], [0.9378, 1.1603, -1.2478], [2.4420, 1.0816, -1.2685], [2.9579, 0.8700, 0.0913], [4.2716, 1.1825, 0.4058], [4.8284, 0.7053, 1.5928], [3.9969, 0.0851, 2.5393], [2.6179, -0.0128, 2.2065], [1.6120, -0.4209, 3.2566], [0.2750, 0.0795, 2.8871], [-0.0825, 1.3642, 3.4988], [0.6013, 2.4149, 2.6672], [0.1461, 2.2457, 1.2227], [2.1354, 0.2569, 0.9831], [0.6176, 4.1707, 0.2791], [1.9047, 2.9528, 0.4691], [0.9408, 3.1829, -1.9406], [-0.5662, 2.7637, -1.3180], [0.6047, 0.8076, -2.1710], [2.8419, 1.9923, -1.7049], [2.7581, 0.2851, -1.9499], [4.7884, 1.8045, -0.2708], [5.8999, 0.7265, 1.7903], [4.3130, -0.2234, 3.4977], [1.9485, -0.0509, 4.2094], [1.5910, -1.4850, 3.3110], [-0.3965, -0.5634, 3.2006], [0.3000, 1.3810, 4.5351], [-1.1834, 1.5301, 3.4313], [1.6590, 2.1946, 2.6953], [0.4587, 3.4454, 3.0605], [-0.8204, 2.5192, 1.1154], [-3.5121, 1.3208, 0.4543], [-2.3977, 0.4719, 1.0241], [-2.8910, -0.4815, 1.7515], [-2.0865, -1.5696, 2.1892], [-2.2207, -2.5034, 3.2058], [-1.1323, -3.3168, 3.0803], [-0.4115, -2.9274, 1.9410], [-0.9867, -1.8339, 1.3758], [-3.0987, 2.7519, 0.2276], [-2.5779, 3.5693, 1.2001], [-2.3009, 4.9399, 1.0357], [-2.6667, 5.5218, -0.2096], [-3.1759, 4.6978, -1.1762], [-3.2995, 3.3105, -0.9814], [-4.3372, 1.3832, 1.1245], [-3.9074, 0.9328, -0.4983], [-3.8496, -0.4251, 2.2391], [-2.9615, -2.6246, 4.0166], [-0.8443, -4.1592, 3.7343], [0.5120, -3.2966, 1.5365], [-2.3027, 3.1799, 2.1703], [-1.8605, 5.4958, 1.8611], [-2.5665, 6.6158, -0.4367], [-3.4758, 5.1637, -2.0946], [-3.6876, 2.7616, -1.8355], [3.5139, -3.1654, -3.2135], [2.4066, -3.3682, -2.1501], [1.1967, -4.0060, -2.8678], [2.8366, -4.2931, -0.9800], [2.0474, -2.0361, -1.6036], [0.8659, -2.0400, -0.8273], [3.9814, -4.0940, -3.4420], [4.1987, -2.3603, -3.0825], [2.9739, -2.9273, -4.1424], [1.5542, -4.7813, -3.5144], [0.8037, -3.1773, -3.4890], [0.3976, -4.2534, -2.1709], [3.3324, -5.1975, -1.3785], [1.9404, -4.5854, -0.4241], [3.5000, -3.7528, -0.3307], [2.7113, -1.7156, -0.9387], [0.8770, -2.8113, -0.1815], [0.0467, -2.2358, -1.3993], [-3.1845, -0.3752, -3.0961], [-3.0055, -1.8314, -2.7055], [-2.2704, -1.7816, -1.3779], [-1.3957, -0.5933, -1.4669], [-1.8402, 0.1860, -2.6137], [-4.0098, 0.1527, -2.6039], [-3.2306, -0.3090, -4.1751], [-2.3133, -2.3064, -3.4960], [-3.9262, -2.3430, -2.5913], [-1.7645, -2.6554, -1.1151], [-2.9767, -1.5845, -0.5545], [-1.0493, 0.0367, -3.3733], [-1.9626, 1.1809, -2.2895]], "forces_ev_per_angstrom": [[-0.922, 0.238, 0.129], [-2.385, 0.318, -0.338], [-0.442, 0.201, 0.025], [-0.064, -0.073, -1.487], [-1.213, 0.306, -0.853], [0.596, -0.860, 1.167], [-0.728, -0.572, 0.760], [-0.242, -0.794, 0.607], [-1.570, 0.962, -2.242], [1.170, -0.044, 0.449], [-0.092, 0.722, -1.020], [0.531, 0.280, -0.310], [-0.032, 0.406, -0.209], [-0.531, 0.680, -1.023], [0.909, 0.271, 0.370], [0.981, 0.141, -0.049], [0.261, -0.601, 0.383], [1.764, 0.179, 0.175], [0.625, 0.152, -0.028], [0.415, -0.734, 0.450], [0.376, 0.248, 0.968], [0.151, 0.280, 0.043], [-0.227, -0.110, 0.284], [0.900, 0.300, -0.688], [-0.248, 0.470, -0.095], [0.489, -0.290, 0.801], [0.038, 0.202, 0.575], [-0.187, -0.928, 0.117], [-0.960, -1.299, 0.562], [-0.534, 0.258, -0.240], [0.740, -0.459, 0.369], [0.441, 0.279, -0.164], [-0.064, -0.561, -0.369], [-0.262, 0.122, 0.384], [1.703, 0.578, -0.195], [-1.487, -0.248, -0.849], [1.079, 0.226, 1.520], [-0.357, 0.545, -1.659], [-0.907, 0.313, 0.952], [2.010, -2.126, 0.139], [-0.393, 0.771, 0.329], [0.055, -0.675, 0.744], [0.182, -1.007, 0.119], [0.872, 1.598, 1.545], [-0.636, -0.614, -1.193], [0.617, 0.946, 1.220], [0.219, -0.427, -0.206], [-0.982, 1.679, -2.180], [-0.734, -0.418, 0.792], [0.396, -0.190, 0.328], [-0.804, 0.205, -0.366], [0.339, 0.452, -0.842], [-0.356, 0.603, -0.520], [0.162, -0.477, 0.195], [-0.358, -0.292, 0.275], [-0.167, 0.015, -0.272], [-0.039, -1.205, 0.507], [-0.074, -0.158, -0.479], [-0.060, -0.244, 0.223], [-2.114, 0.037, -0.617], [0.671, -0.705, 0.445], [0.132, 2.463, 0.275], [-0.345, -0.123, -1.127], [-0.925, 0.086, -1.161], [-0.953, 0.472, 0.632], [0.750, -0.663, 0.146], [0.699, 0.406, 0.631], [0.199, 0.194, 0.113], [-0.224, -0.692, -0.091], [-0.023, -0.528, -0.153], [0.115, -0.693, -0.116], [-0.286, 0.387, 0.407], [0.218, -0.220, 0.114], [0.577, 0.054, 0.424], [1.246, 0.063, 0.265], [0.112, -0.466, 0.410], [0.483, 0.338, -0.256], [1.082, -0.041, 0.356], [1.842, -0.271, -0.739], [-1.807, 2.174, -0.067], [-0.550, -0.801, 0.156], [0.330, -1.103, -0.525], [0.030, -0.342, -0.219], [-0.376, 0.359, -0.140], [-1.279, 0.378, 1.128], [-0.764, -0.780, -0.199], [1.191, -1.264, 0.264], [0.174, -0.094, -0.290], [-0.448, 0.467, 0.094], [0.281, 1.366, 0.206]], "mulliken_charge": [-1.7826, -1.1570, -0.5254, 0.0378, -1.0607, 0.5820, -1.2339, -0.8302, -1.3702, 0.6863, -1.4568, 0.0987, -0.8849, -0.8968, 1.6584, 1.8881, 0.6187, 0.5981, 0.4919, 0.0483, 0.1165, 0.4561, 0.5282, 0.6415, 0.4527, 0.6607, 0.5814, 0.4853, 0.2472, 0.5251, 0.3050, 0.4016, 0.5168, -1.1685, -1.1627, 0.9440, -1.0552, -0.1462, -0.6570, -1.1057, -0.7214, 1.3858, 0.5777, 0.1119, -0.7514, -0.5370, -0.8222, -0.5335, 0.6219, 0.2379, 0.4773, 0.5200, 0.4409, 0.7462, 0.4242, 0.4815, 0.3783, 0.4563, 0.4198, -1.5754, 1.2233, -1.7522, -1.5323, -0.7390, 1.3043, 0.3816, 0.3795, 0.4295, 0.5069, 0.4178, 0.2525, 0.4222, 0.3456, 0.3833, 0.1771, -0.2115, -0.2962, -0.8014, -0.7320, -1.0193, 1.1887, -0.5422, 0.2383, 0.4804, 0.2420, 0.4533, 0.6740, 0.3128, 0.5624, -0.1648], "max_force_ev_per_a": 2.9, "de_lowest_kcal_mol": 35.4, "homo_ev": -13.23, "total_charge": 2, "energy_ha": -2484.285407}